90
Properties=species:S:1:pos:R:3:forces:R:3:mulliken_charge:R:1 method="wB97M-V/def2-TZVPD" charge=0 e_tot_ev=-1153438.298 gap_ev=9.77
C 9.355255 -4.977289 0.769644 -0.6 -0.3 -0.3 -0.01
C 9.056479 -4.069864 0.040350 0.0 0.1 0.0 -0.76
C 8.613555 -3.048261 -0.913194 -0.4 -0.4 0.0 -0.22
B 7.593782 -3.804066 -1.875115 -0.1 0.5 -1.4 0.21
O 8.007647 -4.543779 -3.020964 0.3 -2.2 2.7 -0.50
B 7.758150 -5.881315 -2.729891 -0.3 0.0 -1.0 0.66
O 6.498973 -6.224184 -2.264801 0.7 0.5 0.6 -0.56
B 5.827222 -5.229958 -1.553753 -1.1 -0.2 0.2 0.72
C 4.578728 -5.631175 -0.686588 -0.5 0.4 -0.3 -1.53
C 3.439188 -4.575920 -0.662201 0.0 0.0 0.0 1.23
C 3.180655 -3.976521 -2.058008 -0.4 -0.5 0.5 -1.36
C 3.655707 -3.483716 0.399148 0.1 -0.3 -0.5 -0.93
O 6.246107 -3.894615 -1.580621 0.8 -0.8 0.6 -0.32
H 9.361335 -5.904466 1.294396 0.4 0.2 0.2 0.41
H 8.044879 -2.258806 -0.415707 0.3 0.1 0.1 0.27
H 9.455887 -2.629489 -1.457215 0.0 0.1 0.1 0.40
H 8.597910 -6.702139 -2.914256 -0.1 -0.1 -0.1 -0.16
H 4.154977 -6.565119 -1.069961 0.2 0.0 0.0 0.22
H 4.870050 -5.835220 0.350832 0.2 -0.1 -0.1 0.41
H 2.521850 -5.120495 -0.413586 0.1 0.0 0.2 0.41
H 3.136249 -4.808075 -2.769473 0.1 0.2 -0.2 0.34
H 2.189286 -3.516524 -2.059541 0.1 0.2 -0.1 0.37
H 3.932117 -3.240248 -2.339485 0.0 -0.1 -0.1 0.21
H 4.280991 -2.702613 -0.040744 0.0 0.1 0.2 0.16
H 2.701961 -3.058682 0.714763 0.1 0.1 0.0 -0.04
H 4.171714 -3.896059 1.268719 -0.1 0.1 0.1 0.38
Br -0.151624 -3.782913 -0.033230 0.0 0.0 0.0 -0.13
C -0.749795 -2.536987 1.335674 -0.1 -0.2 -0.1 -0.01
C -1.233861 -1.242015 0.746654 0.1 0.2 0.1 -0.42
Br 0.245328 -0.116709 0.174490 0.0 0.0 -0.1 -0.14
H 0.087101 -2.404302 2.013682 0.0 0.0 0.0 -0.18
H -1.561325 -3.048400 1.850707 0.0 0.1 0.0 0.40
H -1.763474 -0.658679 1.496014 0.0 0.0 0.0 0.09
H -1.874583 -1.381959 -0.118552 0.0 0.0 0.0 0.37
Br -4.296545 -0.588986 3.097136 0.0 0.1 0.0 -0.14
C -5.667424 0.264596 2.007113 0.0 -0.2 0.0 -0.24
C -5.365178 0.162443 0.536602 0.0 0.2 -0.1 -0.63
Br -3.978602 1.413366 -0.003935 0.1 -0.1 0.0 -0.12
H -5.743072 1.290905 2.349929 0.0 0.0 0.0 -0.01
H -6.587705 -0.265104 2.243934 0.0 0.0 0.0 0.40
H -6.241442 0.439475 -0.046704 0.0 0.0 0.0 0.38
H -5.030596 -0.826359 0.238702 0.0 0.0 0.1 0.42
Br 8.526234 -2.316556 -3.962779 0.1 2.2 -1.4 -0.11
C 7.181259 -1.357768 -4.999893 0.2 -0.1 0.1 -0.61
C 7.711037 -0.910095 -6.336081 -0.1 0.2 0.0 -0.62
Br 8.868834 0.643201 -6.167255 0.0 -0.1 0.0 -0.15
H 6.837586 -0.531425 -4.385699 0.0 0.0 -0.1 0.41
H 6.370479 -2.072129 -5.132760 0.0 0.0 0.0 0.33
H 6.895263 -0.590331 -6.981003 0.0 0.0 0.0 0.38
H 8.288193 -1.680215 -6.837689 0.0 0.0 0.0 0.37
Br 2.102760 -5.665060 3.496965 0.1 0.1 0.0 -0.12
C 2.110442 -4.736274 5.206717 -0.1 -0.3 -0.1 -0.57
C 1.093355 -3.627185 5.230122 0.1 0.2 0.1 -0.59
Br 1.705446 -2.086864 4.214230 0.0 0.0 0.0 -0.15
H 3.122894 -4.381686 5.369958 0.0 0.1 0.0 0.38
H 1.866355 -5.493087 5.949099 0.0 0.0 0.0 0.34
H 0.943992 -3.263873 6.244636 0.0 0.0 0.0 0.35
H 0.138271 -3.925443 4.809232 0.0 -0.1 0.0 0.36
Br -6.813163 4.063421 -1.002685 0.1 -0.2 0.0 -0.12
C -5.632724 4.780110 0.364703 -0.3 0.0 0.0 -0.13
C -5.053562 6.105151 -0.044318 0.2 0.0 0.0 -0.46
Br -3.627956 5.882013 -1.352142 -0.1 0.0 0.0 -0.14
H -4.875992 4.026864 0.553933 0.0 0.0 0.0 0.12
H -6.256887 4.893412 1.248977 0.0 0.1 0.0 0.08
H -4.586514 6.593161 0.808102 0.0 -0.1 0.0 0.32
H -5.787631 6.771540 -0.486117 0.0 -0.1 0.0 0.38
Br -7.086827 3.375804 3.805469 0.1 0.0 0.0 -0.15
C -5.832219 3.961083 5.175652 -0.2 0.0 0.0 -0.58
C -5.176471 5.265807 4.813211 0.2 0.0 0.0 -0.62
Br -3.794277 5.019252 3.465597 -0.1 0.0 0.0 -0.14
H -5.118269 3.155120 5.312395 0.0 0.0 0.0 0.37
H -6.430081 4.072161 6.077590 0.0 0.0 0.0 0.36
H -4.663470 5.683876 5.676443 0.0 0.0 0.0 0.37
H -5.877852 5.994964 4.420245 0.0 0.0 0.0 0.37
Br 1.026285 4.763636 -1.825882 0.0 0.1 0.0 -0.12
C -0.395481 5.707044 -2.759613 0.1 -0.3 0.0 -0.54
C 0.046262 6.170527 -4.121485 -0.1 0.2 0.0 -0.57
Br 1.195837 7.736380 -4.010899 0.0 -0.1 0.0 -0.14
H -0.707139 6.522700 -2.115621 0.0 0.0 0.0 0.37
H -1.205432 4.985684 -2.847897 0.0 0.0 -0.1 0.23
H -0.812119 6.487139 -4.710153 0.0 0.0 0.0 0.35
H 0.599063 5.411369 -4.664931 0.0 0.0 0.0 0.38
Br -9.866313 4.512077 1.768333 0.0 0.2 0.0 -0.09
C -11.262566 5.431631 0.768361 0.0 -0.3 0.1 -0.62
C -11.024160 5.366901 -0.717095 0.0 0.2 -0.1 -0.57
Br -9.636555 6.604859 -1.279235 0.0 0.0 0.0 -0.13
H -11.302689 6.448155 1.145447 0.0 0.0 -0.1 0.37
H -12.183061 4.912714 1.027158 0.0 0.0 0.0 0.33
H -11.916042 5.675389 -1.258188 0.0 0.0 0.1 0.35
H -10.721603 4.379416 -1.051154 0.0 0.0 0.1 0.36